1.
74
Properties=species:S:1:pos:R:3:forces:R:3:lowdin_charge:R:1 method="wB97M-V/def2-TZVPD" orbital_gap_ev=7.1 total_energy_ha=-2179.28320 charge=0 multiplicity=1 e_lumo_ev=-1.35
N 2.1479 2.2947 2.2547 -1.22 -0.83 -0.13 0.066
C 1.5097 1.1602 1.6024 -1.09 -2.37 -1.18 -0.200
C 0.1252 1.2189 1.0685 1.00 -1.66 -0.40 0.053
C -0.5047 0.0588 0.4071 2.92 0.04 0.75 -0.204
N -1.8619 0.1626 -0.1544 0.18 -1.47 1.92 0.150
C -2.5337 -0.7251 0.4240 0.54 1.00 -1.00 -0.316
O -3.1643 -1.5522 0.9267 -0.15 0.21 -0.10 0.214
C 0.2136 -1.2350 0.2888 1.02 2.01 0.98 0.043
C 1.5729 -1.3445 0.8315 -0.99 1.98 0.44 -0.048
C 2.2128 -0.1455 1.4714 -1.03 -0.48 -0.33 -0.002
C 3.6735 -0.3892 2.0242 -1.00 -0.31 -0.01 -0.303
O 4.5565 0.4285 1.9496 -0.59 -0.84 0.29 0.111
C 3.8847 -1.8309 2.6397 -1.10 -0.94 -0.58 0.034
C 3.2806 -2.9355 2.0755 1.44 2.08 -0.04 -0.257
P 3.3960 -4.6894 2.7303 -2.70 -2.06 -0.82 0.892
O 3.3266 -4.6194 4.4370 0.94 1.29 -1.19 -0.324
O 4.8035 -5.4535 2.2000 -0.32 1.22 1.75 -0.302
C 2.3908 -2.6953 0.7913 0.19 0.66 0.81 -0.327
O 2.3757 -3.4609 -0.1422 -0.22 0.53 0.84 0.084
H 1.7159 3.1674 1.9399 0.14 -0.41 -0.02 0.082
H 1.9514 2.2469 3.2646 0.38 -0.07 -0.54 0.100
H -0.4446 2.1754 1.1742 0.50 -1.04 -0.19 0.115
H -0.3285 -2.0771 -0.2032 0.81 0.69 0.46 0.129
H 4.4882 -2.0154 3.5641 -0.21 0.68 -1.04 0.124
H 2.6286 -3.9612 4.6490 0.52 -0.54 -0.04 0.050
H 4.7870 -6.3398 2.6242 0.00 0.58 -0.51 0.065
C 6.1800 -4.9134 -0.7625 0.05 0.02 0.01 -0.092
C 6.3599 -4.9766 -2.1392 0.03 0.01 0.01 -0.092
C 7.6024 -5.3123 -2.6644 0.00 -0.01 0.05 -0.101
C 8.6636 -5.5943 -1.8122 -0.03 0.01 0.00 -0.103
C 8.4834 -5.5347 -0.4352 -0.04 0.02 -0.04 -0.099
C 7.2434 -5.1903 0.0905 0.04 -0.01 -0.07 -0.099
H 5.2117 -4.6484 -0.3535 0.04 -0.04 -0.03 0.081
H 5.5303 -4.7631 -2.8041 0.04 0.00 0.04 0.101
H 7.7437 -5.3551 -3.7384 -0.01 -0.01 0.05 0.098
H 9.6315 -5.8608 -2.2218 -0.05 0.02 0.02 0.098
H 9.3112 -5.7564 0.2294 -0.04 0.02 -0.04 0.098
H 7.1046 -5.1388 1.1636 -0.03 0.00 -0.07 0.084
C -8.3322 1.6791 -0.0401 0.03 -0.01 0.01 -0.093
C -7.5206 2.7796 -0.2890 0.06 -0.05 0.02 -0.105
C -6.1382 2.6602 -0.1963 -0.05 -0.02 -0.01 -0.091
C -5.5682 1.4370 0.1358 -0.05 -0.02 0.01 -0.088
C -6.3799 0.3356 0.3811 0.00 0.01 0.00 -0.091
C -7.7618 0.4574 0.2974 0.02 0.04 -0.02 -0.093
H -9.4099 1.7734 -0.1091 0.06 0.00 0.00 0.101
H -7.9660 3.7320 -0.5548 0.01 -0.06 -0.01 0.095
H -5.5053 3.5201 -0.3839 -0.02 -0.05 0.01 0.093
H -4.4901 1.3428 0.2033 -0.05 0.05 -0.02 0.082
H -5.9345 -0.6191 0.6388 -0.03 0.05 0.00 0.093
H -8.3946 -0.4003 0.4941 0.03 0.04 -0.02 0.101
C 2.9474 -0.7877 -3.3685 -0.06 0.01 -0.03 -0.087
C 2.8477 -0.1185 -4.5827 -0.01 -0.02 0.00 -0.098
C 1.6795 -0.2048 -5.3308 -0.01 -0.02 0.05 -0.101
C 0.6067 -0.9530 -4.8597 0.02 0.00 0.02 -0.099
C 0.7053 -1.6191 -3.6438 0.04 0.05 -0.02 -0.094
C 1.8768 -1.5404 -2.8997 0.00 0.04 0.02 -0.090
H 3.8602 -0.7229 -2.7866 -0.04 -0.01 -0.03 0.102
H 3.6820 0.4705 -4.9468 -0.04 -0.04 0.01 0.100
H 1.6043 0.3118 -6.2808 0.00 -0.02 0.05 0.099
H -0.3063 -1.0165 -5.4409 0.05 0.00 0.03 0.099
H -0.1325 -2.2016 -3.2757 0.05 0.02 -0.03 0.098
H 1.9553 -2.0646 -1.9542 0.00 0.01 -0.15 0.066
C -6.9922 6.8085 2.5728 0.03 0.02 -0.03 -0.093
C -6.2456 7.9538 2.8227 0.01 -0.02 -0.01 -0.098
C -5.3495 8.4220 1.8690 -0.03 -0.03 -0.02 -0.099
C -5.2072 7.7500 0.6607 -0.01 -0.01 0.03 -0.097
C -5.9566 6.6068 0.4094 0.00 0.00 0.04 -0.099
C -6.8460 6.1332 1.3668 0.00 0.05 0.01 -0.093
H -7.6886 6.4417 3.3183 0.04 0.02 -0.04 0.101
H -6.3616 8.4818 3.7625 0.01 -0.03 -0.05 0.100
H -4.7625 9.3116 2.0669 -0.04 -0.04 -0.01 0.100
H -4.5119 8.1179 -0.0853 -0.04 -0.02 0.04 0.100
H -5.8466 6.0836 -0.5344 -0.01 0.04 0.04 0.095
H -7.4259 5.2388 1.1725 0.04 0.04 0.04 0.081

=====

2.
68
Properties=species:S:1:pos:R:3:forces:R:3:nbo_charge:R:1 method="wB97M-V/def2-TZVPD" orbital_gap_ev=7.5 de_lowest_ev=0.048 total_energy_ha=-2545.23097 charge=-1 multiplicity=1 e_lumo_ev=2.08
Al 0.8084 -0.7566 -0.8818 -0.08 0.19 -0.80 1.941
C 0.7863 2.3275 6.3132 -0.04 0.00 -0.04 -0.628
C 1.1392 2.2426 4.8591 0.01 0.04 -0.04 -0.006
C 1.4266 1.0188 4.2667 0.00 0.02 -0.13 -0.213
C 1.7424 0.9381 2.9211 0.10 -0.11 0.01 -0.202
C 1.7520 2.0918 2.1634 -0.06 0.05 -0.57 -0.256
C 1.4529 3.3175 2.7258 0.04 0.16 -0.11 -0.200
C 1.1619 3.3911 4.0756 -0.01 -0.13 0.00 -0.227
S 2.0801 2.0049 0.4082 -0.22 -0.11 -0.15 2.334
O 1.8909 3.3260 -0.1363 -0.09 -0.05 0.24 -0.959
O 3.3424 1.3647 0.1945 -0.07 -0.29 0.32 -0.923
N 0.9007 1.0184 -0.1683 1.14 0.06 0.90 -1.088
C -0.0579 1.5271 -0.9728 -0.90 1.14 -0.49 0.405
C -0.8290 2.6664 -0.7300 -0.26 0.08 -0.17 -0.251
C -1.8414 2.9565 -1.6158 0.17 -0.12 0.07 -0.139
C -2.0458 2.1288 -2.7201 0.00 -0.13 -0.13 -0.297
C -1.2335 1.0266 -2.8823 -0.36 0.11 -0.25 0.079
N -0.2594 0.7361 -2.0318 0.31 0.13 0.26 -0.547
H 1.0712 1.4162 6.8330 -0.02 -0.03 0.09 0.216
H -0.2899 2.4683 6.4247 -0.03 0.00 0.11 0.218
H 1.2897 3.1720 6.7806 -0.01 0.03 0.09 0.217
H 1.3925 0.1190 4.8612 0.07 -0.14 0.09 0.214
H 1.9867 -0.0032 2.4553 0.00 -0.27 -0.04 0.254
H 1.4618 4.1943 2.0953 0.00 0.09 0.01 0.240
H 0.9435 4.3465 4.5276 -0.03 0.16 0.06 0.207
H -0.6237 3.2708 0.1383 -0.06 0.03 0.04 0.237
H -2.4854 3.8082 -1.4451 0.00 0.06 -0.02 0.214
H -2.8237 2.3286 -3.4385 -0.09 0.04 -0.07 0.218
H -1.3459 0.3516 -3.7196 -0.10 -0.06 -0.05 0.203
O 6.6344 -0.4455 -4.6382 -0.03 0.54 -0.67 -0.743
C 6.4554 -1.0663 -3.5914 -0.90 0.11 0.38 0.746
O 7.1634 -1.8617 -2.9791 0.42 -0.45 0.54 -0.730
C 5.0128 -0.8650 -2.9453 0.27 -0.32 -0.36 -0.015
C 3.9870 -0.2629 -3.6718 0.14 -0.02 0.09 -0.230
C 2.7058 -0.2633 -3.1644 -0.10 0.16 -0.14 0.058
N 2.4123 -0.8090 -1.9813 -0.03 -0.21 0.13 -0.615
C 3.4002 -1.3628 -1.2531 0.47 0.03 -0.22 0.108
C 4.7008 -1.4200 -1.7072 -0.05 0.10 -0.02 -0.186
C 2.9629 -1.8797 0.0907 0.32 -0.41 0.46 0.771
O 3.7110 -2.4309 0.8626 0.20 0.09 -0.18 -0.593
O 1.6944 -1.6768 0.3250 -0.09 -0.18 0.47 -0.875
H 4.2209 0.1838 -4.6302 -0.01 -0.05 0.04 0.250
H 1.8718 0.1846 -3.6921 0.04 -0.01 -0.01 0.201
H 5.4812 -1.8864 -1.1236 -0.05 -0.07 0.03 0.270
N -0.6955 -1.7348 -1.1502 0.08 -0.45 -0.02 -0.868
C -1.8752 -1.7880 -0.7262 0.52 0.05 -0.20 0.237
C -2.3646 -0.8140 0.2831 0.00 0.27 0.14 -0.117
C -1.5278 -0.4772 1.3423 -0.10 -0.14 -0.02 -0.142
C -1.8842 0.5269 2.2192 -0.02 0.10 0.10 -0.221
C -3.0696 1.2190 2.0217 0.02 0.12 0.11 -0.220
C -3.8948 0.9068 0.9550 -0.12 0.06 0.07 -0.217
C -3.5544 -0.1211 0.0937 0.02 -0.04 0.06 -0.200
C -2.8383 -2.7929 -1.2361 -0.34 -0.30 -0.12 -0.007
C -2.7861 -3.2068 -2.5640 0.00 0.06 0.10 -0.191
C -3.6390 -4.1921 -3.0255 0.02 -0.03 -0.08 -0.218
C -4.5438 -4.7897 -2.1635 -0.07 -0.05 -0.02 -0.217
C -4.6030 -4.3823 -0.8425 -0.14 -0.12 0.06 -0.219
C -3.7648 -3.3839 -0.3809 0.08 0.05 -0.08 -0.211
H -0.6022 -1.0269 1.4603 0.07 0.00 0.11 0.228
H -1.2368 0.7825 3.0460 0.07 0.02 0.07 0.217
H -3.3494 2.0067 2.7047 -0.03 0.12 0.07 0.206
H -4.8064 1.4687 0.8030 -0.07 0.00 -0.04 0.206
H -4.2006 -0.3740 -0.7355 -0.03 -0.04 -0.08 0.217
H -2.0620 -2.7489 -3.2206 0.12 0.04 -0.03 0.224
H -3.5946 -4.5065 -4.0576 0.03 -0.02 -0.11 0.208
H -5.1970 -5.5739 -2.5193 -0.06 -0.04 -0.03 0.206
H -5.3046 -4.8503 -0.1672 -0.05 -0.04 0.07 0.206
H -3.8106 -3.0852 0.6565 0.01 0.10 0.08 0.215

=====

3.
11
Properties=species:S:1:pos:R:3:forces:R:3:nbo_charge:R:1 method="wB97M-V/def2-TZVPD" orbital_gap_ev="8.1 / 5.5" de_lowest_ev=1.590 total_energy_ha=-1117.34138 charge=-1 multiplicity=1 e_lumo_ev="3.39 / 2.28"
C -0.2960 0.2084 -0.1387 -0.75 -0.54 -0.22 -0.400
N 0.7935 1.0652 -0.1236 0.77 1.20 0.65 -0.612
O -1.3962 -2.7451 1.2404 0.02 -0.07 0.04 -0.977
O -1.0673 -1.3435 3.2619 -0.02 -0.22 0.00 -0.966
O -2.9267 -0.8627 1.7126 -0.08 -0.19 0.02 -0.975
S 0.7442 2.7329 0.1852 0.00 -1.04 -0.22 -0.140
S -1.6140 -1.4687 1.9139 -0.15 0.33 0.25 2.174
H -0.1150 -0.6718 -0.7618 0.02 0.04 0.04 0.201
H -0.6177 -0.2912 0.9063 0.42 0.42 -0.47 0.098
H -1.1906 0.7370 -0.4604 -0.05 -0.04 0.04 0.218
H 1.6916 0.6288 0.0563 -0.17 0.11 -0.13 0.378